No. 1
Density functional theory data (ωB97M-V/def2-TZVPD) for 13 unconnected molecules or ions with the total composition C36H88BBrClIN25O16 in a non-equilibrium geometry.

Properties
net charge	-1

Each line ends with the Mulliken charge.
Atoms and positions in Å:
C1 4.25489 1.08581 -1.17501  -0.757
C2 4.03946 0.04708 -2.29428  -0.935
C3 3.05766 0.48816 -3.38674  0.918
Cl1 3.55037 -0.42758 -4.89827  -0.349
C4 1.57494 0.30549 -3.02324  1.439
C5 1.18032 -1.10260 -2.54687  -1.126
O1 1.13843 -2.01367 -3.64590  -0.111
C6 1.41978 -3.31134 -3.28925  -0.366
C7 2.68943 -3.81737 -3.25960  0.038
C8 2.90580 -5.13523 -2.92927  -0.673
C9 1.85548 -5.96867 -2.63641  -0.303
C10 0.57985 -5.45607 -2.65658  -0.803
C11 0.36964 -4.14801 -2.98403  0.113
O2 1.39503 1.02115 -1.82529  -0.764
B1 0.84153 2.38331 -2.00875  -0.464
C12 -0.38254 2.56269 -0.90831  -1.285
C13 -0.21320 3.61514 0.19201  0.521
C14 1.03935 3.48470 1.04541  -0.894
Br1 -0.43894 5.42558 -0.56663  -0.386
O3 1.92949 3.36849 -2.01596  0.408
C15 1.90684 4.28598 -3.07251  -0.351
C16 3.08071 5.27093 -2.97239  0.329
C17 3.13522 6.00030 -1.61861  -1.663
C18 4.41891 4.51021 -3.19260  -0.472
C19 5.27845 5.03716 -4.35299  0.825
C20 5.82873 6.43696 -3.96232  -1.442
C21 6.40240 3.99754 -4.62002  -1.424
O4 0.12499 2.18094 -3.31828  0.134
C22 0.46639 1.00208 -3.93042  0.241
I1 1.00671 1.70526 -5.96058  -0.144
C23 -0.91654 0.24632 -4.12347  -1.072
N1 -1.92353 0.58742 -3.11967  -0.015
C24 -2.44558 -0.54236 -2.37263  -0.971
H1 3.48048 0.93806 -0.42067  0.159
H2 4.24457 2.11119 -1.54091  -0.120
H3 5.20957 0.87000 -0.67984  0.622
H4 5.00818 -0.06516 -2.79491  0.570
H5 3.82266 -0.94602 -1.89453  0.128
H6 3.24336 1.54262 -3.60098  -0.405
H7 1.83283 -1.43737 -1.73837  0.805
H8 0.18879 -0.97270 -2.09519  -0.129
H9 3.54062 -3.19096 -3.51303  0.411
H10 3.91095 -5.54601 -2.92923  0.350
H11 1.98618 -7.02127 -2.39416  0.421
H12 -0.24818 -6.12257 -2.44104  0.403
H13 -0.65151 -3.77671 -3.01848  0.381
H14 -1.26416 2.87066 -1.48423  0.401
H15 -0.63044 1.57825 -0.49460  -0.044
H16 -1.06609 3.50069 0.86793  0.713
H17 1.93683 3.82074 0.52430  -0.039
H18 0.90036 4.10065 1.93678  0.454
H19 1.10698 2.43491 1.34502  0.169
H20 0.98440 4.88507 -3.13744  0.357
H21 2.03629 3.78401 -4.04570  -0.308
H22 2.97838 6.04642 -3.74215  0.649
H23 3.51646 5.36064 -0.81903  0.210
H24 3.87405 6.81151 -1.71099  0.463
H25 2.19922 6.48751 -1.34019  0.275
H26 5.00179 4.41305 -2.27005  0.421
H27 4.14447 3.48224 -3.46826  -0.788
H28 4.68788 5.16782 -5.26438  0.505
H29 6.79449 6.67863 -4.40978  0.463
H30 5.07843 7.18505 -4.24062  0.291
H31 5.88297 6.48100 -2.87007  0.282
H32 6.22786 3.51117 -5.58311  0.264
H33 7.40816 4.42045 -4.55018  0.406
H34 6.35398 3.19939 -3.87122  0.315
H35 -0.81647 -0.83977 -4.21632  0.143
H36 -1.31313 0.59374 -5.07979  0.548
H37 -2.65615 1.13637 -3.53732  0.335
H38 -2.43021 -1.50069 -2.91419  0.251
H39 -3.47585 -0.30197 -2.08256  0.544
H40 -1.89374 -0.68566 -1.43198  0.035
C25 1.28520 -9.79750 -0.55786  0.570
O5 1.14281 -8.66072 -0.97437  -0.587
N2 2.26046 -10.63641 -1.03962  -0.384
N3 0.48855 -10.32040 0.41155  -0.334
H41 2.39635 -11.57376 -0.71468  0.154
H42 2.86194 -10.27588 -1.75647  0.226
H43 -0.23720 -9.71576 0.78765  0.306
H44 0.58362 -11.25322 0.76396  0.136
C26 -1.13853 -7.53733 2.48153  0.663
O6 -1.09458 -8.67117 2.01835  -0.828
N4 -2.32208 -6.89205 2.72317  -0.482
N5 -0.02722 -6.82838 2.79067  -0.307
H45 -2.38113 -5.96454 3.10383  0.222
H46 -3.16806 -7.38388 2.49932  0.212
H47 0.85938 -7.26754 2.61766  0.205
H48 -0.04329 -5.89611 3.16755  0.153
C27 -0.98787 9.06963 2.70271  0.620
O7 -0.75714 9.88206 3.58845  -0.699
N6 -0.00455 8.55495 1.90512  -0.294
N7 -2.24019 8.60846 2.43331  -0.219
H49 -0.17957 7.89090 1.17337  0.147
H50 0.93341 8.86651 2.07046  0.157
H51 -2.99936 8.95526 2.99341  0.164
H52 -2.44027 7.94042 1.71327  0.136
C28 -1.75203 -3.49160 0.69258  0.672
O8 -0.67553 -3.69879 1.22513  -0.680
N8 -2.06935 -2.30102 0.10968  -0.279
N9 -2.72884 -4.45272 0.64857  -0.387
H53 -2.94808 -2.11289 -0.33328  0.177
H54 -1.36930 -1.58083 0.12847  0.103
H55 -2.49099 -5.33220 1.07244  0.290
H56 -3.63014 -4.32507 0.23028  0.126
C29 -1.52819 -9.68227 6.58115  0.586
O9 -1.79702 -10.27765 7.61746  -0.687
N10 -0.37129 -8.99232 6.41189  -0.121
N11 -2.36852 -9.65991 5.50505  -0.340
H57 -0.13587 -8.50199 5.56933  0.114
H58 0.27789 -8.98671 7.17774  0.137
H59 -3.23582 -10.15608 5.58458  0.176
H60 -2.15816 -9.17568 4.65204  0.169
C30 -6.24513 8.28032 2.67814  0.522
O10 -5.10677 8.20823 3.11500  -0.673
N12 -6.74982 9.41021 2.11039  -0.293
N13 -7.11621 7.23034 2.71931  -0.349
H61 -7.68600 9.47388 1.74866  0.224
H62 -6.14571 10.20880 2.05722  0.179
H63 -6.78593 6.37603 3.12742  0.212
H64 -8.05402 7.27726 2.36334  0.174
C31 2.07314 -11.48013 7.78113  0.610
O11 2.02444 -10.33427 7.36295  -0.621
N14 3.02540 -12.36845 7.36731  -0.417
N15 1.17820 -11.96122 8.68698  -0.363
H65 3.08283 -13.31341 7.69428  0.152
H66 3.69672 -12.04192 6.69749  0.220
H67 0.45646 -11.33333 8.99845  0.227
H68 1.19548 -12.89782 9.04138  0.163
C32 2.78362 -1.39739 -9.12811  0.595
O12 3.63506 -2.25014 -8.93825  -0.667
N16 2.32072 -1.10088 -10.38923  -0.384
N17 2.21973 -0.66923 -8.12878  -0.111
H69 1.62338 -0.40633 -10.57491  0.155
H70 2.71298 -1.61677 -11.15338  0.217
H71 2.52557 -0.84832 -7.18697  0.093
H72 1.52120 0.03202 -8.28102  0.075
C33 0.02398 2.90468 4.96961  0.627
O13 -0.25705 3.60772 4.02063  -0.583
N18 0.26035 3.41543 6.21927  -0.416
N19 0.13002 1.54341 4.87055  -0.353
H73 0.49463 2.85419 7.01489  0.146
H74 0.19152 4.41057 6.32569  0.229
H75 -0.03429 1.13687 3.96800  0.208
H76 0.36233 0.94482 5.63925  0.150
C34 2.23283 -5.37965 6.86156  0.618
O14 2.02276 -4.68782 5.88221  -0.629
N20 2.45523 -4.84821 8.10326  -0.386
N21 2.26276 -6.74386 6.80349  -0.253
H77 2.62947 -5.39964 8.92118  0.161
H78 2.44021 -3.84875 8.18183  0.215
H79 2.10362 -7.16399 5.90733  0.136
H80 2.43094 -7.33605 7.59550  0.138
C35 -3.81982 5.97558 -3.74039  0.512
O15 -4.74980 6.36182 -4.43383  -0.704
N22 -3.51064 6.54298 -2.53902  -0.264
N23 -3.00519 4.94178 -4.10706  -0.271
H81 -2.74865 6.22535 -1.97039  0.173
H82 -4.07845 7.30752 -2.22694  0.153
H83 -3.19594 4.49820 -4.98548  0.156
H84 -2.23441 4.61211 -3.55059  0.230
C36 -10.73079 10.02845 1.79499  0.653
O16 -9.89411 9.16717 1.57458  -0.669
N24 -10.86026 11.13760 1.01167  -0.386
N25 -11.60193 9.94898 2.84141  -0.392
H85 -11.53887 11.85656 1.17347  0.166
H86 -10.23409 11.22434 0.23238  0.221
H87 -11.53087 9.14452 3.43651  0.217
H88 -12.29598 10.64320 3.04107  0.162

***

No. 2
Density functional theory data (ωB97M-V/def2-TZVPD) for 2 unconnected molecules or ions with the total composition C3H9NO3 in a non-equilibrium geometry.

Properties
SMILES	NC(=O)CCO.O
net charge	0

Each line ends with the natural charge from an NBO analysis.
Atoms and positions in Å:
N1 0.14898 -1.64156 0.17594  -0.817
C1 1.15856 -0.89262 -0.31728  0.674
O1 1.80582 -1.27611 -1.24738  -0.599
C2 1.40265 0.56302 0.19125  -0.558
C3 0.33943 1.60361 0.17775  -0.065
O2 -0.52390 1.44992 1.36381  -0.782
H1 0.01326 -2.54810 -0.10921  0.397
H2 -0.57113 -1.24046 0.66505  0.386
H3 2.00106 0.46004 1.11263  0.227
H4 2.27478 0.86484 -0.43189  0.257
H5 0.64812 2.71766 0.53057  0.212
H6 -0.20877 1.44052 -0.67715  0.187
H7 -0.14229 1.08666 2.18832  0.479
O3 -3.15720 -0.98082 -1.16002  -0.894
H8 -2.56912 -0.43141 -0.68769  0.453
H9 -2.62024 -1.17519 -1.77471  0.442

***

LUMO level per entry: 1.3319 0.5609 eV
Kohn-Sham gap per entry: 7.07 10.55 eV